Record 1
{"formula": "C49H41BrCl2N2O4PSTb", "method": "wB97M-V/def2-TZVPD", "symbols": ["Tb", "Br", "Cl", "Cl", "S", "P", "O", "O", "O", "O", "N", "N", "C", "C", "C", "C", "C", "C", "C", "C", "C", "C", "C", "C", "C", "C", "C", "C", "C", "C", "C", "C", "C", "C", "C", "C", "C", "C", "C", "C", "C", "C", "C", "C", "C", "C", "C", "C", "C", "C", "C", "C", "C", "C", "C", "C", "C", "C", "C", "C", "C", "H", "H", "H", "H", "H", "H", "H", "H", "H", "H", "H", "H", "H", "H", "H", "H", "H", "H", "H", "H", "H", "H", "H", "H", "H", "H", "H", "H", "H", "H", "H", "H", "H", "H", "H", "H", "H", "H", "H", "H", "H"], "xyz": [[0.374, 2.563, 0.529], [4.936, -0.261, 5.602], [-3.704, 6.999, 0.959], [-1.496, 2.333, 2.968], [-1.064, 5.004, 1.118], [-2.503, -1.533, 0.652], [2.172, 3.759, 0.061], [0.490, 2.278, -1.593], [1.828, 0.676, 0.535], [1.433, 2.404, 2.555], [3.731, -0.594, -0.864], [4.519, -2.292, 0.492], [4.897, -3.935, -1.348], [-2.927, 0.094, -3.701], [-3.936, -2.644, 0.975], [4.709, -4.101, -2.774], [3.647, 2.084, -4.265], [2.395, 1.550, -4.629], [-5.067, -2.148, 1.590], [2.655, 0.604, 1.608], [-2.681, 3.628, 2.966], [4.326, -0.615, 2.895], [-5.087, -0.780, 2.179], [-4.885, 4.490, 3.775], [-3.193, -1.263, -3.441], [4.210, -1.598, -1.708], [3.984, -1.778, -3.055], [-0.293, -2.945, -0.743], [3.901, 0.046, 4.042], [-2.534, 0.449, -1.338], [4.229, -3.080, -3.588], [-5.086, -4.747, 0.585], [-2.193, 1.381, -0.315], [-4.709, 5.620, 3.059], [1.533, 2.307, -2.450], [0.128, -1.819, -1.689], [3.853, 2.801, -3.061], [2.810, 2.884, -2.132], [0.193, -4.241, -1.043], [-6.125, -3.000, 1.844], [-6.135, -4.307, 1.343], [0.119, -5.288, -0.101], [4.646, -2.664, -0.849], [4.026, -1.058, 0.420], [-2.527, 0.886, -2.682], [-2.520, 4.759, 2.092], [1.351, 1.652, -3.683], [3.748, -0.290, 1.613], [4.401, 4.264, -0.643], [3.054, 3.580, -0.908], [-3.615, 5.774, 2.141], [-1.234, -3.823, 1.290], [-2.807, -0.947, -1.045], [-3.827, 3.521, 3.774], [2.398, 1.377, 2.733], [-3.982, -3.920, 0.393], [2.969, 1.081, 3.983], [-1.266, -2.833, 0.313], [-3.260, -1.740, -2.119], [1.786, 3.703, 3.146], [-0.608, -5.033, 1.074], [2.757, 1.727, 4.905], [0.691, -6.228, -0.208], [5.095, -4.765, -0.712], [-0.437, -1.837, -2.632], [4.986, -5.055, -3.243], [-2.096, 2.425, -0.517], [-3.160, -4.232, -0.237], [-5.292, 6.543, 3.128], [-6.994, -2.658, 2.487], [5.054, -1.408, 2.913], [0.385, 1.213, -3.917], [-3.902, 2.609, 4.419], [2.668, 4.070, 2.652], [0.633, -4.412, -2.013], [-4.622, -0.015, 1.495], [2.295, 0.192, -0.219], [-4.538, -0.738, 3.146], [-1.824, -3.613, 2.205], [5.247, 3.694, -1.010], [-5.798, 4.275, 4.368], [2.375, 0.969, -5.533], [-6.967, -4.959, 1.644], [-3.084, 0.471, -4.713], [3.945, -3.342, -4.606], [-2.400, 0.993, 0.697], [-2.169, 1.899, -2.859], [3.626, -0.974, -3.710], [1.171, -1.842, -1.936], [0.951, 4.351, 2.945], [4.758, 3.304, -2.817], [4.123, 0.307, -1.092], [-3.682, -2.734, -1.936], [-5.062, -5.720, 0.099], [4.493, 2.000, -4.955], [-6.143, -0.445, 2.399], [-3.314, -1.984, -4.270], [1.923, 3.619, 4.200], [4.444, 4.413, 0.415], [-0.595, -5.778, 1.858], [4.364, 5.224, -1.124], [-0.090, -0.834, -1.253]], "lowdin_charge": [1.489, 0.765, 0.673, 0.704, 0.461, 1.111, -0.179, -0.263, -0.050, -0.344, 0.121, 0.213, 0.016, -0.123, -0.323, -0.071, -0.081, -0.042, -0.317, -0.191, -0.631, -0.042, -0.085, -0.104, -0.132, -0.192, -0.008, -0.214, -0.669, -0.352, -0.079, -0.091, -0.196, -0.144, -0.271, -0.038, -0.021, -0.134, -0.057, -0.058, -0.099, -0.086, -0.214, -0.250, -0.099, -0.680, 0.023, -0.045, 0.018, -0.251, -0.679, -0.160, -0.335, -0.108, -0.172, -0.100, -0.020, -0.342, -0.098, -0.024, -0.111, 0.149, 0.102, 0.100, 0.086, 0.105, -0.014, 0.098, 0.101, 0.127, 0.106, 0.120, 0.109, 0.095, 0.100, 0.071, 0.114, 0.089, 0.116, 0.079, 0.115, 0.107, 0.105, 0.099, 0.104, -0.059, 0.106, 0.101, 0.046, 0.039, 0.091, 0.161, 0.096, 0.104, 0.104, 0.090, 0.090, 0.086, 0.078, 0.095, 0.104, 0.063], "total_charge": 0, "orbital_gap_ev": [3.62, 3.59], "energy_ev": -200293.83413, "s2": 12.6779, "lumo_ev": [-1.64, -1.64], "spin_multiplicity": 7}

---

Record 2
{"formula": "C49H41IrN3O2P2S", "method": "wB97M-V/def2-TZVPD", "symbols": ["Ir", "S", "P", "P", "O", "O", "N", "N", "N", "C", "C", "C", "C", "C", "C", "C", "C", "C", "C", "C", "C", "C", "C", "C", "C", "C", "C", "C", "C", "C", "C", "C", "C", "C", "C", "C", "C", "C", "C", "C", "C", "C", "C", "C", "C", "C", "C", "C", "C", "C", "C", "C", "C", "C", "C", "C", "C", "C", "H", "H", "H", "H", "H", "H", "H", "H", "H", "H", "H", "H", "H", "H", "H", "H", "H", "H", "H", "H", "H", "H", "H", "H", "H", "H", "H", "H", "H", "H", "H", "H", "H", "H", "H", "H", "H", "H", "H", "H", "H"], "xyz": [[-0.392, -0.060, -0.261], [-0.400, -1.458, 1.498], [1.145, -1.650, -1.011], [0.310, 1.388, 1.397], [-1.643, -1.456, 2.236], [-4.459, 5.147, -3.581], [-4.473, 2.978, -2.979], [-2.377, 0.552, -1.094], [-2.785, 3.823, -4.429], [-1.288, 1.717, 2.102], [-2.196, 2.496, 1.364], [2.211, 0.865, 3.399], [0.521, -3.184, -0.315], [-4.975, 0.919, -1.924], [0.120, -5.549, -0.180], [-0.038, 7.427, -7.803], [0.261, -0.691, -3.436], [-0.065, -3.068, 0.935], [-3.779, 2.320, 3.158], [-2.124, 4.748, -5.185], [1.229, 5.313, 1.566], [4.713, -0.151, 0.130], [-3.333, -0.320, -0.748], [-3.921, 4.082, -3.622], [-0.429, -5.407, 1.090], [3.108, 4.186, 0.553], [2.573, -1.385, 4.214], [-0.739, 6.505, -6.884], [1.459, -2.694, -4.934], [-2.698, 1.636, -1.856], [0.594, -4.445, -0.890], [2.862, -0.027, 4.251], [1.127, 2.946, 1.152], [1.246, 0.382, 2.528], [2.868, -1.519, -0.573], [5.064, -2.477, -0.390], [0.697, -1.715, -5.561], [-0.556, -4.145, 1.659], [3.717, -2.622, -0.684], [1.600, -1.880, 3.344], [-1.701, 6.987, -5.955], [-1.640, 1.246, 3.374], [-1.132, 4.253, -6.090], [0.993, -1.694, -2.795], [2.420, 2.991, 0.600], [-2.378, 6.154, -5.121], [1.625, -2.678, -3.559], [-0.464, 5.103, -6.906], [-3.996, 1.860, -2.283], [2.512, 5.347, 1.039], [-2.884, 1.554, 3.894], [0.112, -0.704, -4.815], [0.957, -0.978, 2.519], [0.523, 4.122, 1.618], [-4.645, -0.171, -1.163], [-3.432, 2.804, 1.897], [5.562, -1.243, 0.012], [3.367, -0.292, -0.170], [-4.747, 2.560, 3.579], [3.058, 6.282, 1.015], [-5.390, -0.900, -0.877], [-0.606, 8.337, -7.987], [-5.455, 3.163, -2.816], [-2.614, 2.854, -4.661], [0.224, 6.943, -8.743], [0.166, -6.529, -0.638], [3.103, -2.070, 4.863], [-0.787, -6.274, 1.629], [-4.121, 3.432, 1.348], [0.985, -4.586, -1.886], [5.107, 0.807, 0.450], [-3.044, -1.145, -0.108], [2.277, -3.412, -3.106], [0.278, 4.726, -7.598], [2.445, 1.922, 3.433], [-1.911, 2.897, 0.399], [-0.455, 0.070, -5.314], [-0.198, 0.110, -2.862], [1.369, -2.937, 3.320], [2.694, 0.544, -0.099], [3.597, 0.348, 4.950], [-1.901, 2.337, -2.070], [0.581, -1.733, -6.637], [0.779, 6.215, 1.959], [-0.941, 0.670, 3.966], [-0.463, 4.109, 2.059], [6.617, -1.134, 0.226], [2.893, 2.100, 0.231], [-3.156, 1.198, 4.878], [0.912, 7.733, -7.340], [3.340, -3.597, -0.973], [-1.911, 8.049, -5.928], [5.727, -3.328, -0.475], [-0.937, 3.188, -6.134], [-1.041, -4.004, 2.616], [4.110, 4.221, 0.147], [-3.126, 6.539, -4.449], [-5.998, 1.057, -2.256], [1.938, -3.467, -5.520]], "lowdin_charge": [0.817, 0.794, 0.988, 0.977, -0.311, 0.167, 0.156, -0.099, 0.188, -0.375, -0.132, -0.010, -0.321, 0.055, 0.014, 0.008, -0.112, -0.381, -0.003, -0.143, -0.024, -0.037, -0.109, -0.446, 0.012, -0.029, 0.012, -0.158, -0.018, -0.083, -0.023, 0.009, -0.329, -0.358, -0.341, -0.024, -0.022, -0.016, -0.057, 0.001, 0.041, -0.053, 0.025, -0.333, -0.074, 0.059, -0.063, 0.027, -0.189, -0.010, -0.014, -0.057, -0.360, -0.050, 0.012, -0.037, -0.020, -0.109, 0.132, 0.132, 0.140, 0.108, 0.167, 0.155, 0.109, 0.138, 0.137, 0.139, 0.122, 0.108, 0.119, 0.107, 0.105, 0.141, 0.131, 0.095, 0.105, 0.051, 0.129, 0.035, 0.136, 0.118, 0.129, 0.129, 0.119, 0.107, 0.130, 0.063, 0.133, 0.131, 0.108, 0.145, 0.129, 0.122, 0.138, 0.127, 0.120, 0.148, 0.132], "total_charge": 4, "orbital_gap_ev": [6.03, 6.31], "energy_ev": -92258.61478, "s2": 0.7655, "lumo_ev": [-12.12, -12.13], "spin_multiplicity": 2}